ORCA calculation (wB97M-V/def2-TZVPD) on a molecular structure, C6H6 at a distorted geometry.

The geometry in XYZ format:
```
12
Properties=species:S:1:pos:R:3:forces:R:3
H 2.480612 0.258168 0.635338 0.92 0.66 1.32
H 2.041422 -1.444494 0.458306 0.20 -0.78 0.60
H 2.542730 -0.441452 -0.873386 -0.81 -0.12 0.13
C -1.677967 0.644792 0.025415 2.46 -3.25 1.22
C 1.957617 -0.458485 0.073893 1.52 0.48 -1.52
C -0.523847 -0.964855 -0.246002 -0.86 0.35 -0.71
H -0.220924 2.055824 -0.145707 1.40 2.95 -0.72
C 0.584879 -0.039579 0.016636 -3.94 -1.42 -0.48
C -0.242479 1.055610 0.008541 -2.00 -3.10 0.93
H -2.291158 1.439511 -0.105378 -2.52 1.80 -1.08
H -2.733331 -1.337617 0.107604 -2.78 -2.06 -0.04
C -1.917553 -0.767426 0.044737 6.40 4.50 0.34
```
Forces are in eV/Å.

**Maximum force**: 7.83 eV Å⁻¹
**Lowest unoccupied orbital energy (alpha / beta)**: -0.55 / -0.56 eV
**Energy above the lowest of the compared OMol25 structures with the same formula, charge and spin**: 5.933 eV